Entry 1:
Computed, not measured: one molecule with the formula C4H6O2 in a non-equilibrium geometry, with the ωB97M-V functional and the def2-TZVPD basis.

XYZ file:
```
12
Properties=species:S:1:pos:R:3:lowdin_charge:R:1
O 0.751 1.317 -1.123 0.03
C -0.003 0.602 -0.224 -0.30
C -1.061 -0.325 -0.749 -0.12
O -0.475 -1.572 -0.336 -0.08
C 0.570 -1.019 0.385 -0.16
C 0.343 0.190 1.168 -0.11
H 0.766 2.265 -0.963 0.10
H -2.059 -0.285 -0.296 0.13
H -1.118 -0.272 -1.836 0.13
H 1.409 -1.715 0.541 0.14
H 1.298 0.600 1.490 0.13
H -0.420 0.215 1.942 0.11
```

Values from the calculation:
Charge ... 0
LUMO ... 0.7 eV
ΔE to the lowest compared entry with this formula, charge and spin ... 95.2 kcal/mol
SMILES ... O[C@@]12CO[C@@H]1C2
Orbital gap ... 0.2994 Ha
Highest occupied orbital energy ... -7.399 eV


Entry 2:
Computed, not measured: C24H46AsBN6PtSi2 as an isolated structure in a non-equilibrium geometry, with the ωB97M-V functional and the def2-TZVPD basis.

XYZ file:
```
81
Properties=species:S:1:pos:R:3:lowdin_charge:R:1
Pt -0.091 0.089 0.307 1.09
C 1.981 -1.493 2.749 -0.15
C 3.153 -0.552 2.601 -0.36
C 3.377 0.238 3.897 -0.04
C 3.038 0.393 1.444 -0.23
C 4.077 1.223 1.037 0.02
C 3.564 1.997 0.022 -0.01
N 2.293 1.651 -0.178 -0.03
N 1.949 0.649 0.680 -0.02
B 1.322 2.269 -1.194 -0.53
N 0.110 2.854 -0.442 -0.02
C -0.281 4.127 -0.431 -0.01
C -1.435 4.234 0.309 0.03
C -1.729 2.948 0.747 -0.24
N -0.767 2.104 0.294 -0.03
C -2.917 2.592 1.583 -0.39
C -4.206 2.998 0.863 -0.05
C -2.823 3.260 2.957 -0.04
N 0.827 1.222 -2.199 -0.03
C 0.987 1.254 -3.523 -0.02
C 0.392 0.141 -4.063 0.02
C -0.137 -0.572 -2.991 -0.23
N 0.145 0.095 -1.845 -0.02
C -0.936 -1.831 -3.189 -0.35
C -1.228 -2.620 -1.932 -0.15
C -2.239 -1.500 -3.927 -0.04
H 2.156 -2.157 3.597 0.08
H 1.843 -2.103 1.856 0.03
H 1.059 -0.934 2.948 0.05
H 4.048 -1.151 2.407 0.15
H 2.508 0.861 4.119 0.09
H 4.246 0.889 3.829 0.08
H 3.535 -0.445 4.732 0.09
H 5.071 1.255 1.449 0.13
H 4.013 2.783 -0.564 0.14
H 1.882 3.142 -1.784 0.13
H 0.291 4.872 -0.958 0.14
H -2.006 5.126 0.501 0.13
H -2.926 1.519 1.717 0.05
H -4.266 4.082 0.754 0.09
H -5.076 2.680 1.440 0.09
H -4.272 2.560 -0.134 0.08
H -2.855 4.345 2.860 0.09
H -1.898 2.999 3.474 0.09
H -3.665 2.961 3.582 0.09
H 1.505 2.076 -3.989 0.14
H 0.338 -0.134 -5.103 0.13
H -0.326 -2.462 -3.841 0.15
H -1.884 -2.038 -1.273 -0.01
H -0.307 -2.889 -1.410 0.03
H -1.758 -3.542 -2.172 0.10
H -2.871 -0.851 -3.316 0.09
H -2.792 -2.415 -4.142 0.09
H -2.051 -0.991 -4.871 0.08
C 1.121 -4.929 1.984 -0.19
Si -0.443 -4.237 2.633 0.45
C -1.919 -5.174 2.090 -0.19
C -0.469 -3.565 4.335 -0.17
As -0.919 -2.180 1.050 0.92
Si -3.052 -1.375 1.871 0.30
C -2.409 -0.365 3.304 -0.22
C -4.292 -2.585 2.514 -0.20
C -3.733 -0.550 0.348 -0.23
H 1.287 -5.891 2.485 0.06
H 1.987 -4.301 2.175 0.03
H 1.043 -5.124 0.914 0.05
H -1.884 -6.137 2.616 0.07
H -1.889 -5.385 1.020 0.05
H -2.860 -4.696 2.340 0.00
H -0.151 -4.385 4.992 0.07
H -1.472 -3.268 4.640 0.04
H 0.221 -2.737 4.485 0.03
H -1.879 -1.030 3.989 0.02
H -3.230 0.095 3.862 0.06
H -1.718 0.429 3.019 0.01
H -3.966 -3.115 3.408 0.03
H -4.630 -3.305 1.768 0.05
H -5.158 -1.976 2.797 0.06
H -3.076 0.205 -0.086 0.00
H -4.695 -0.071 0.550 0.05
H -3.902 -1.322 -0.408 0.04
```

Values from the calculation:
<S²> ... 6.010
Spin multiplicity ... 5
Charge ... +2
LUMO (alpha / beta) ... -5.1 / -9.4 eV
ΔE to the lowest compared entry with this formula, charge and spin ... 11.4 kcal/mol
Orbital gap (alpha / beta) ... 0.3394 / 0.1825 Ha
Highest occupied orbital energy (alpha / beta) ... -14.355 / -14.355 eV


Entry 3:
Computed, not measured: C26H28N4O2STi as an isolated structure in a non-equilibrium geometry, with the ωB97M-V functional and the def2-TZVPD basis.

XYZ file:
```
62
Properties=species:S:1:pos:R:3:lowdin_charge:R:1
Ti -0.769 -0.455 0.175 0.95
C -3.583 2.335 1.540 -0.05
C -2.486 1.317 1.644 -0.38
O -2.041 0.833 0.514 -0.19
C -1.955 0.859 2.863 -0.13
C -2.427 1.408 4.101 -0.05
C -1.941 1.021 5.316 -0.12
C -0.935 0.042 5.414 -0.11
C -0.456 -0.522 4.260 -0.04
C -0.948 -0.135 3.005 -0.29
O -0.406 -0.754 1.932 -0.19
H -3.822 2.496 0.489 0.08
H -3.314 3.305 1.970 0.08
H -4.504 2.023 2.043 0.08
H -3.200 2.162 4.065 0.09
H -2.341 1.479 6.212 0.09
H -0.551 -0.267 6.375 0.09
H 0.310 -1.287 4.283 0.11
S 0.947 -4.404 -1.323 1.15
C 2.294 -3.325 -1.465 -0.46
C 3.606 -3.619 -1.818 -0.09
C 4.516 -2.583 -1.860 -0.09
C 4.127 -1.279 -1.544 -0.08
C 2.828 -0.985 -1.188 -0.01
C 1.890 -2.019 -1.157 -0.27
N 0.544 -1.901 -0.837 0.00
C -0.056 -3.068 -0.887 -0.50
C -1.491 -3.201 -0.628 -0.27
C -2.144 -4.430 -0.692 -0.06
C -3.509 -4.460 -0.464 -0.09
C -4.183 -3.284 -0.175 -0.08
C -3.498 -2.073 -0.101 -0.09
C -2.125 -2.003 -0.324 -0.15
H 3.902 -4.632 -2.051 0.11
H 5.543 -2.786 -2.130 0.10
H 4.861 -0.484 -1.570 0.10
H 2.534 0.015 -0.917 0.08
H -1.617 -5.350 -0.913 0.09
H -4.047 -5.397 -0.510 0.10
H -5.251 -3.317 0.004 0.10
H -4.036 -1.164 0.155 0.10
C -0.532 1.055 -2.566 -0.06
N 0.661 1.859 -2.388 -0.16
C 1.614 1.721 -3.477 -0.05
C 1.130 2.002 -1.097 -0.45
N 0.649 1.267 -0.153 0.10
N 2.111 2.945 -0.912 -0.16
C 2.770 3.023 0.376 -0.06
C 2.125 4.179 -1.677 -0.06
H -0.921 1.228 -3.571 0.10
H -1.300 1.351 -1.849 0.08
H -0.321 -0.027 -2.489 0.08
H 1.865 0.666 -3.644 0.09
H 2.533 2.258 -3.261 0.08
H 1.180 2.124 -4.392 0.09
H 0.927 1.573 0.773 0.08
H 2.147 3.516 1.133 0.10
H 3.687 3.597 0.262 0.09
H 3.038 2.028 0.732 0.09
H 1.315 4.182 -2.401 0.09
H 3.075 4.307 -2.201 0.09
H 1.984 5.030 -1.005 0.09
```

Values from the calculation:
Charge ... 0
LUMO (alpha / beta) ... 0.0 / 0.0 eV
ΔE to the lowest compared entry with this formula, charge and spin ... 0.0 kcal/mol
Orbital gap (alpha / beta) ... 0.1666 / 0.1650 Ha
Highest occupied orbital energy (alpha / beta) ... -4.558 / -4.514 eV


Entry 4:
Computed, not measured: C21H44Br14NO4S2 as an isolated structure in a non-equilibrium geometry, with the ωB97M-V functional and the def2-TZVPD basis.

XYZ file:
```
86
Properties=species:S:1:pos:R:3:lowdin_charge:R:1
C 6.533 0.892 1.359 -0.13
C 5.889 2.276 1.380 -0.26
C 4.718 2.314 2.359 -0.26
C 3.824 3.546 2.186 -0.19
C 2.332 3.231 2.405 -0.18
C 1.464 3.570 1.172 -0.22
C 0.386 2.535 0.913 -0.29
S -1.204 3.186 1.394 0.46
O -1.379 4.414 0.667 -0.35
O -1.180 3.434 2.809 -0.33
N -2.403 2.212 0.895 -0.35
S -2.193 0.675 1.325 0.45
O -3.491 0.125 1.593 -0.40
O -1.262 0.459 2.393 -0.37
H 7.170 0.786 0.489 0.06
H 5.780 0.113 1.325 0.05
H 7.129 0.744 2.249 0.02
H 5.565 2.548 0.383 0.10
H 6.655 2.968 1.718 0.11
H 4.151 1.398 2.244 0.09
H 5.109 2.345 3.372 0.01
H 4.102 4.285 2.930 0.09
H 3.974 4.027 1.226 0.10
H 2.225 2.166 2.570 0.09
H 1.942 3.768 3.255 0.11
H 1.044 4.561 1.290 0.11
H 2.138 3.614 0.324 0.10
H 0.317 2.349 -0.146 0.01
H 0.627 1.601 1.397 0.07
H -1.756 -0.025 0.249 0.05
Br 2.990 0.082 -0.650 0.66
C 1.943 -0.557 -2.164 -0.69
C 1.889 0.468 -3.262 -0.69
Br 0.661 1.902 -2.813 0.68
H 0.961 -0.813 -1.782 0.05
H 2.445 -1.458 -2.503 0.05
H 1.506 0.033 -4.184 0.05
H 2.855 0.924 -3.453 0.05
Br -0.483 -4.537 -3.159 0.64
C -0.191 -5.889 -4.525 -0.67
C 1.183 -6.495 -4.433 -0.69
Br 2.547 -5.304 -5.148 0.60
H -0.375 -5.416 -5.485 0.04
H -0.953 -6.645 -4.342 0.05
H 1.243 -7.395 -5.040 0.06
H 1.471 -6.726 -3.413 0.05
Br -1.603 0.677 -6.170 0.58
C -1.941 -0.944 -5.147 -0.74
C -1.191 -2.121 -5.707 -0.72
Br -2.025 -2.813 -7.328 0.59
H -3.012 -1.092 -5.139 -0.01
H -1.601 -0.724 -4.136 0.05
H -1.211 -2.945 -5.000 -0.05
H -0.163 -1.885 -5.963 0.05
Br 6.140 4.160 6.114 0.61
C 5.673 2.544 7.092 -0.69
C 6.600 1.408 6.753 -0.69
Br 6.185 0.662 5.007 0.73
H 4.638 2.323 6.856 0.05
H 5.758 2.806 8.144 0.05
H 6.476 0.591 7.460 0.05
H 7.642 1.709 6.728 0.05
Br -4.309 -1.991 -1.877 0.60
C -5.513 -0.459 -1.795 -0.67
C -5.917 -0.023 -3.180 -0.68
Br -4.494 0.991 -4.031 0.67
H -5.012 0.322 -1.232 0.05
H -6.376 -0.811 -1.234 0.06
H -6.766 0.655 -3.142 0.06
H -6.153 -0.862 -3.826 0.05
Br -3.864 -5.825 -2.573 0.59
C -4.471 -6.861 -1.044 -0.69
C -4.347 -6.070 0.230 -0.70
Br -2.500 -5.976 0.830 0.61
H -3.889 -7.776 -1.030 0.05
H -5.513 -7.099 -1.248 0.05
H -4.891 -6.557 1.036 0.06
H -4.695 -5.047 0.123 0.04
Br -6.222 5.303 3.849 0.57
C -5.865 3.397 3.626 -0.69
C -5.322 3.074 2.264 -0.68
Br -6.746 3.102 0.925 0.57
H -6.795 2.883 3.842 0.04
H -5.126 3.155 4.387 0.06
H -4.920 2.062 2.235 0.03
H -4.558 3.767 1.932 0.05
```

Values from the calculation:
Charge ... -1
LUMO ... 1.6 eV
ΔE to the lowest compared entry with this formula, charge and spin ... 8.0 kcal/mol
Orbital gap ... 0.2814 Ha
Highest occupied orbital energy ... -6.081 eV


Entry 5:
Computed, not measured: a 13-piece molecular cluster, C34H101N7O16 overall in a non-equilibrium geometry, with the ωB97M-V functional and the def2-TZVPD basis.

XYZ file:
```
158
Properties=species:S:1:pos:R:3:lowdin_charge:R:1
C -1.997 -2.560 6.649 -0.05
C -2.826 -2.155 5.375 -0.41
C -2.869 -3.257 4.270 -0.20
O -1.547 -3.312 3.772 -0.19
C -1.282 -4.368 2.879 -0.12
N -4.124 -1.726 5.891 0.03
H -0.967 -2.813 6.396 0.07
H -2.428 -3.477 7.050 0.07
H -2.010 -1.718 7.342 0.07
H -2.319 -1.319 4.893 0.13
H -3.571 -2.920 3.508 0.12
H -3.222 -4.223 4.632 0.12
H -0.414 -4.229 2.235 0.09
H -2.068 -4.535 2.142 0.08
H -1.265 -5.321 3.408 0.09
H -4.462 -2.452 6.506 0.06
H -4.884 -1.490 5.269 0.06
C 4.474 2.281 -5.176 -0.04
C 3.884 2.907 -6.484 -0.43
C 4.257 2.043 -7.679 -0.19
O 5.697 1.979 -7.882 -0.19
C 6.243 3.130 -8.520 -0.11
N 2.439 3.077 -6.363 0.02
H 4.259 1.213 -5.163 0.08
H 4.139 2.654 -4.208 0.06
H 5.548 2.447 -5.093 0.07
H 4.241 3.915 -6.694 0.12
H 3.748 2.390 -8.579 0.12
H 3.838 1.054 -7.496 0.12
H 5.913 4.068 -8.074 0.08
H 6.011 3.142 -9.585 0.08
H 7.325 2.996 -8.535 0.09
H 1.919 3.591 -7.059 0.07
H 2.164 3.586 -5.535 0.07
C -6.421 -6.302 0.647 -0.05
C -7.180 -5.638 -0.505 -0.48
C -7.093 -4.124 -0.357 -0.25
O -7.885 -3.544 -1.302 -0.17
C -7.998 -2.121 -1.176 -0.09
N -6.744 -6.089 -1.772 0.04
H -5.437 -5.835 0.689 0.08
H -6.343 -7.359 0.393 0.08
H -7.010 -6.182 1.556 0.08
H -8.180 -6.070 -0.480 0.14
H -6.043 -3.875 -0.510 0.13
H -7.473 -3.915 0.643 0.13
H -7.037 -1.638 -1.353 0.08
H -8.351 -1.678 -0.245 0.08
H -8.678 -1.693 -1.913 0.09
H -6.873 -7.087 -1.859 0.08
H -7.277 -5.749 -2.559 0.08
C -1.458 0.070 -1.085 -0.05
C -0.968 1.528 -1.025 -0.44
C 0.547 1.771 -1.031 -0.22
O 1.301 1.264 0.029 -0.18
C 1.823 -0.015 -0.132 -0.12
N -1.512 2.291 -2.122 0.03
H -1.054 -0.492 -0.243 0.06
H -1.187 -0.378 -2.041 0.08
H -2.530 -0.109 -0.998 0.07
H -1.337 2.026 -0.129 0.13
H 0.715 2.838 -0.880 0.12
H 0.969 1.616 -2.024 0.13
H 1.081 -0.813 -0.115 0.07
H 2.462 -0.131 0.743 0.09
H 2.403 -0.052 -1.054 0.09
H -2.507 2.246 -1.954 0.06
H -1.244 3.254 -1.980 0.07
C -5.901 0.988 2.975 -0.06
C -6.925 2.134 3.108 -0.45
C -7.462 2.313 4.553 -0.21
O -7.957 1.101 5.127 -0.19
C -8.116 1.173 6.581 -0.07
N -6.203 3.281 2.659 0.03
H -6.404 0.106 3.373 0.06
H -5.088 1.176 3.676 0.08
H -5.487 0.805 1.984 0.07
H -7.822 1.888 2.539 0.14
H -8.267 3.047 4.509 0.12
H -6.642 2.707 5.153 0.12
H -9.116 1.547 6.798 0.08
H -7.337 1.773 7.052 0.08
H -8.137 0.201 7.072 0.08
H -6.856 4.034 2.824 0.07
H -5.438 3.483 3.286 0.08
C 6.972 -1.949 4.773 -0.07
C 6.549 -1.559 6.130 -0.47
C 5.035 -1.438 6.300 -0.18
O 4.295 -0.637 5.303 -0.22
C 2.866 -0.837 5.152 -0.09
N 6.885 -2.686 7.004 0.03
H 6.380 -1.429 4.020 0.08
H 6.702 -2.984 4.565 0.08
H 8.040 -1.734 4.747 0.09
H 7.062 -0.639 6.407 0.14
H 4.843 -1.076 7.311 0.12
H 4.585 -2.429 6.255 0.12
H 2.726 -1.811 4.683 0.08
H 2.515 -0.048 4.487 0.08
H 2.277 -0.783 6.068 0.08
H 6.342 -3.454 6.636 0.06
H 6.428 -2.432 7.868 0.06
C 7.376 1.934 0.695 -0.07
C 8.572 2.633 1.358 -0.41
C 8.810 4.145 0.940 -0.19
O 9.283 4.197 -0.370 -0.20
C 9.590 5.429 -0.942 -0.13
N 8.349 2.646 2.795 0.02
H 7.445 0.868 0.913 0.07
H 7.389 2.081 -0.385 0.07
H 6.380 2.267 0.988 0.08
H 9.485 2.056 1.213 0.14
H 9.578 4.609 1.559 0.12
H 7.871 4.689 1.041 0.12
H 8.772 6.144 -1.021 0.08
H 10.127 5.410 -1.891 0.09
H 10.291 5.929 -0.274 0.08
H 7.377 2.914 2.856 0.06
H 8.327 1.654 2.987 0.06
O -5.549 3.360 -1.416 -0.06
H -5.421 3.195 -0.482 0.01
H -6.259 4.001 -1.451 0.03
O 0.816 -0.618 -6.087 -0.06
H 0.876 0.316 -5.884 0.01
H 0.489 -0.647 -6.986 0.03
O -3.913 2.429 -5.976 -0.05
H -3.580 2.548 -5.087 0.02
H -4.756 1.990 -5.860 0.03
C -1.766 8.093 -3.780 -0.21
C -0.996 6.925 -4.462 -0.25
O 0.152 6.483 -3.803 -0.06
O -1.385 9.428 -4.199 -0.08
H -1.580 8.044 -2.707 0.12
H -2.833 8.106 -4.002 0.12
H -0.753 7.131 -5.505 0.12
H -1.755 6.146 -4.379 0.11
H 0.512 7.224 -3.310 0.08
H -0.643 9.668 -3.640 0.07
C 5.523 -4.476 -0.208 -0.24
C 4.757 -5.518 0.710 -0.22
O 5.635 -5.908 1.742 -0.08
O 6.601 -5.159 -0.760 -0.07
H 5.972 -3.612 0.282 0.12
H 4.785 -4.153 -0.942 0.11
H 4.396 -6.430 0.234 0.11
H 3.897 -5.015 1.154 0.11
H 6.435 -6.260 1.345 0.08
H 6.954 -4.706 -1.529 0.09
C -3.602 -4.458 -4.728 -0.22
C -4.276 -3.041 -4.753 -0.17
O -5.738 -3.134 -4.457 -0.11
O -3.477 -4.781 -3.351 -0.08
H -2.623 -4.465 -5.207 0.11
H -4.276 -5.134 -5.254 0.12
H -4.244 -2.755 -5.805 0.10
H -3.893 -2.215 -4.153 0.11
H -5.865 -3.441 -3.556 0.04
H -4.306 -5.213 -3.134 0.05
```

Values from the calculation:
Charge ... 0
LUMO ... 0.2 eV
Orbital gap ... 0.3399 Ha
Highest occupied orbital energy ... -9.059 eV


Entry 6:
Computed, not measured: a 2-piece molecular cluster, C6H14N2O2 overall in a non-equilibrium geometry, with the ωB97M-V functional and the def2-TZVPD basis.

XYZ file:
```
24
Properties=species:S:1:pos:R:3:lowdin_charge:R:1
C 0.837 -1.935 -0.645 -0.08
N 0.428 -1.055 0.442 -0.01
C 0.740 -1.491 1.717 -0.54
C 0.617 -0.462 2.819 -0.01
O 1.281 -2.541 1.994 0.06
H 0.158 -2.778 -0.495 0.08
H 0.603 -1.451 -1.625 0.08
H 1.840 -2.369 -0.708 0.08
H 0.472 -0.031 0.393 0.09
H -0.297 -0.650 3.395 0.09
H 1.484 -0.277 3.468 0.09
H 0.575 0.584 2.445 0.07
C -2.124 0.754 -0.092 -0.06
N -1.672 1.152 -1.466 0.03
C -0.388 1.647 -1.411 -0.56
C 0.302 1.945 -2.747 0.00
O 0.121 1.997 -0.367 0.02
H -1.754 -0.245 0.053 0.05
H -1.616 1.342 0.668 0.08
H -3.217 0.798 -0.078 0.08
H -1.859 0.487 -2.200 0.13
H 1.157 1.276 -2.945 0.08
H -0.167 1.882 -3.730 0.08
H 0.762 2.905 -2.532 0.08
```

Values from the calculation:
Charge ... 0
LUMO ... 0.6 eV
ΔE to the lowest compared entry with this formula, charge and spin ... 34.1 kcal/mol
SMILES ... CNC(C)=O.CNC(C)=O
Orbital gap ... 0.3720 Ha
Highest occupied orbital energy ... -9.489 eV